Entry 1:
{"formula": "C13H42NO6", "method": "wB97M-V/def2-TZVPD", "total_energy_ev": -27930.6479, "orbital_gap_ev": 10.72, "total_charge": 1, "e_homo_ev": -12.88, "elements": ["N", "H", "H", "H", "H", "C", "O", "H", "H", "H", "H", "C", "C", "C", "O", "H", "H", "H", "H", "H", "H", "H", "H", "C", "C", "C", "O", "H", "H", "H", "H", "H", "H", "H", "H", "C", "C", "C", "O", "H", "H", "H", "H", "H", "H", "H", "H", "C", "C", "C", "O", "H", "H", "H", "H", "H", "H", "H", "H", "O", "H", "H"], "coordinates": [[-0.401667, 0.758872, 0.076480], [-1.323371, 0.352338, 0.003682], [-0.347374, 1.529006, 0.727666], [-0.180048, 1.138792, -0.832723], [0.272598, 0.071275, 0.380900], [-1.739087, 3.991621, 2.874860], [-1.657086, 2.611453, 2.748748], [-1.831528, 4.485522, 1.907586], [-2.670644, 4.265378, 3.370199], [-0.876100, 4.471143, 3.336827], [-2.464873, 2.399371, 2.275351], [3.338528, -1.061039, -1.677950], [2.177499, -1.684402, -2.422168], [2.618317, -2.993445, -2.994067], [1.052820, -1.767897, -1.611514], [3.739803, -1.728463, -0.915310], [2.987737, -0.209069, -1.095543], [4.115980, -0.733243, -2.368041], [1.862870, -1.034160, -3.238437], [3.540119, -2.932309, -3.572555], [1.812309, -3.428217, -3.585178], [2.838703, -3.680944, -2.177438], [0.342285, -2.262890, -2.025907], [-4.428584, -2.201231, 1.458384], [-3.273742, -1.784274, 0.451492], [-3.867097, -0.997968, -0.721656], [-2.326576, -0.939681, 1.137892], [-4.085130, -3.200419, 1.726273], [-5.399152, -2.450436, 1.029448], [-4.511496, -1.538375, 2.319690], [-2.789673, -2.660397, 0.020023], [-4.592116, -1.717514, -1.102064], [-3.160638, -0.654743, -1.477440], [-4.321389, -0.051258, -0.429338], [-2.037283, -1.286430, 1.985042], [0.759943, 3.265525, -1.967927], [0.387682, 2.414472, -3.203614], [1.562593, 1.941294, -4.092398], [-0.120097, 1.237700, -2.582925], [1.643223, 2.867346, -1.468575], [0.010356, 3.202495, -1.179097], [0.923725, 4.286026, -2.314137], [-0.456590, 2.904923, -3.688142], [2.286755, 1.285534, -3.608989], [2.155956, 2.796921, -4.414774], [1.053363, 1.580934, -4.986220], [-0.325890, 0.634727, -3.301030], [2.204897, -1.075170, 3.567724], [1.204860, -1.611340, 2.522787], [0.365247, -2.807153, 2.785351], [0.403212, -0.452053, 2.356505], [3.017471, -1.801389, 3.588554], [1.732253, -1.083677, 4.549882], [2.581986, -0.060187, 3.442367], [1.780816, -1.692602, 1.600957], [0.867199, -3.764332, 2.644136], [-0.489756, -2.873576, 2.112558], [-0.115031, -2.745983, 3.761929], [0.474125, 0.049444, 3.172033], [1.110668, 2.577695, 1.412866], [1.072468, 2.393399, 2.351383], [1.493655, 3.453060, 1.355583]], "forces_ev_per_a": [[-0.07, 0.47, -0.43], [-0.33, -0.46, 0.63], [-0.18, 0.28, 0.64], [0.42, -0.19, -0.86], [0.08, -0.37, 0.10], [-0.64, 1.84, -0.40], [0.33, -0.94, -0.23], [0.18, -0.02, -0.42], [0.19, 0.18, 0.58], [-0.03, -0.56, 0.38], [-0.03, -0.62, 0.07], [-0.58, 0.52, 0.72], [0.96, 0.63, -1.27], [-0.22, -0.96, 0.16], [-0.90, -0.17, 1.81], [0.17, -0.32, -0.26], [0.00, 0.37, -0.18], [0.00, -0.12, 0.11], [0.47, 0.31, -0.41], [-0.21, 0.23, -0.21], [0.14, -0.16, -0.24], [-0.07, -0.12, 0.12], [0.15, -0.16, -0.21], [1.53, -1.24, -0.93], [-1.50, 1.47, 0.64], [0.31, -0.01, 0.51], [-0.27, -0.03, -0.78], [-0.11, 0.00, 1.01], [0.00, 0.69, -0.35], [0.03, -0.04, -0.21], [0.17, -0.17, 0.32], [-0.14, 0.56, -0.62], [0.31, -0.66, -0.23], [-0.51, -0.29, 0.45], [0.01, -0.25, 0.05], [0.47, -0.13, -0.80], [1.09, -0.16, 2.11], [-0.89, 1.97, -0.28], [-0.73, -0.74, -0.37], [0.39, 0.08, -0.33], [-0.47, 0.43, -0.41], [0.07, 0.09, 0.47], [0.37, 0.08, -0.66], [-0.61, -0.33, 0.10], [-0.07, 0.19, -0.16], [0.62, -0.67, -0.15], [-0.14, -0.47, 0.14], [0.22, -2.33, 0.68], [1.65, 2.34, -0.01], [-0.70, -0.77, 0.41], [-1.65, 0.57, -0.64], [0.41, 0.32, 0.43], [-0.07, -0.17, 0.22], [-0.02, -0.21, -0.76], [-0.17, -0.38, -0.29], [0.29, 0.12, 0.36], [0.16, 0.35, -0.47], [0.33, -0.17, 0.32], [-0.32, 0.08, -0.02], [0.14, -0.02, -0.16], [-0.09, -0.07, 0.32], [0.12, 0.30, -0.11]], "mulliken_charge": [0.318, 0.216, 0.213, 0.078, 0.172, -0.755, -0.371, 0.306, 0.322, 0.263, 0.236, -1.398, 0.911, -1.556, -0.355, 0.432, 0.222, 0.417, -0.038, 0.391, 0.410, 0.358, 0.241, -1.274, 0.640, -1.501, -0.296, 0.379, 0.386, 0.276, 0.305, 0.446, 0.325, 0.292, 0.066, -1.544, 0.640, -1.211, -0.660, 0.273, 0.324, 0.447, 0.319, 0.136, 0.420, 0.443, 0.271, -1.634, 1.106, -1.451, -0.303, 0.427, 0.441, 0.379, -0.002, 0.379, 0.280, 0.313, 0.157, -0.472, 0.186, 0.259]}

---

Entry 2:
{"formula": "C4H6AgFO4", "method": "wB97M-V/def2-TZVPD", "total_energy_ev": -19149.1096, "orbital_gap_ev": 6.57, "e_homo_ev": -7.67, "elements": ["C", "O", "Ag", "H", "H", "H", "C", "O", "C", "C", "O", "O", "F", "H", "H", "H"], "coordinates": [[-1.970634, -1.652656, -0.276995], [-2.014003, -0.531646, 0.525970], [-3.095254, 1.360010, 1.385322], [-1.712890, -1.382637, -1.324442], [-1.199671, -2.376567, 0.061895], [-2.920458, -2.224883, -0.305892], [-0.013420, 1.153647, 0.621188], [0.940642, 0.391693, 1.228710], [1.932016, 0.022839, 0.317607], [1.660207, 0.920733, -0.886183], [0.337708, 1.391076, -0.647272], [-0.651003, 1.972894, 1.274453], [1.759292, -1.301039, 0.000846], [2.919405, 0.128341, 0.777959], [2.351668, 1.770619, -0.928357], [1.676399, 0.357579, -1.824812]], "forces_ev_per_a": [[-0.19, -0.06, -0.32], [0.19, 1.48, 0.75], [1.00, -1.27, -0.69], [-0.13, -0.22, 0.15], [-0.13, 0.24, 0.01], [0.15, 0.18, -0.04], [1.33, 2.73, 1.49], [-0.26, -0.41, 0.08], [-0.29, -0.24, -0.02], [-0.02, -0.44, -0.20], [-0.55, -0.31, -0.57], [-0.85, -1.76, -0.74], [0.14, 0.08, -0.12], [-0.26, -0.01, -0.03], [-0.22, -0.12, 0.02], [0.08, 0.12, 0.24]], "mulliken_charge": [-0.710, -0.627, 0.600, 0.196, 0.200, 0.273, 0.919, -0.308, 0.376, -0.352, -0.338, -0.727, -0.287, 0.235, 0.282, 0.268]}

---

Entry 3:
{"formula": "C36H29F3N2NiO4S2Si", "method": "wB97M-V/def2-TZVPD", "total_energy_ev": -127721.6290, "orbital_gap_ev": [6.29, 6.29], "total_charge": -2, "e_homo_ev": [-2.10, -2.09], "elements": ["Ni", "C", "C", "N", "N", "C", "S", "S", "C", "C", "C", "C", "C", "C", "C", "C", "C", "C", "C", "C", "C", "O", "H", "H", "H", "H", "H", "H", "H", "H", "H", "H", "H", "H", "H", "H", "O", "Si", "C", "C", "C", "C", "C", "C", "C", "C", "C", "C", "C", "C", "C", "C", "C", "C", "C", "C", "H", "H", "H", "H", "H", "H", "H", "H", "H", "H", "H", "H", "H", "H", "H", "F", "C", "F", "F", "C", "O", "O"], "coordinates": [[-0.167136, 0.313659, -0.085977], [4.152681, 0.344272, 0.627766], [2.681755, 0.102925, 0.897668], [1.861395, -0.094525, -0.082077], [2.418497, -0.261240, -1.323552], [1.638769, -0.198701, -2.345701], [-0.012612, 0.205421, -2.467750], [2.421070, -0.591800, -3.903773], [3.939819, -1.435144, -3.335778], [3.663768, -2.769613, -2.695883], [2.916301, -3.741638, -3.356405], [2.658370, -4.963218, -2.755387], [3.139786, -5.228554, -1.480716], [3.882323, -4.266323, -0.814935], [4.142471, -3.045831, -1.421106], [2.236691, 0.074944, 2.283192], [3.195432, -0.081834, 3.294924], [2.867123, -0.189480, 4.629365], [1.519236, -0.132037, 4.996907], [0.549867, 0.039842, 4.044504], [0.848401, 0.164065, 2.654675], [-0.123403, 0.379897, 1.854788], [4.286916, 0.610512, -0.414516], [4.744959, -0.550306, 0.840105], [4.513674, 1.156597, 1.258157], [4.425622, -0.762512, -2.634595], [4.549998, -1.538526, -4.235799], [2.509870, -3.513928, -4.334063], [2.057788, -5.703009, -3.271120], [2.916104, -6.172626, -0.998852], [4.237632, -4.455302, 0.190837], [4.695314, -2.282251, -0.888771], [4.241130, -0.154250, 3.022213], [3.639471, -0.321563, 5.377807], [1.242517, -0.224742, 6.042146], [-0.498666, 0.088978, 4.314171], [-1.114696, -1.480626, -0.088946], [-2.594630, -1.986813, -0.027014], [-2.956283, -2.953646, 1.576802], [-2.839766, -4.340214, 1.678531], [-3.042861, -5.000185, 2.883699], [-3.361560, -4.276745, 4.024021], [-3.472973, -2.894071, 3.948608], [-3.275029, -2.246349, 2.738078], [-3.960133, -0.640138, -0.032533], [-5.323349, -0.921970, 0.073686], [-6.274338, 0.087396, 0.101788], [-5.876948, 1.416143, 0.018724], [-4.529026, 1.724622, -0.093069], [-3.588214, 0.703882, -0.116781], [-3.078739, -3.098600, -1.498513], [-4.104843, -4.044389, -1.454149], [-4.468419, -4.774715, -2.578570], [-3.806379, -4.571289, -3.781405], [-2.781050, -3.636194, -3.847247], [-2.423367, -2.912673, -2.717836], [-2.579144, -4.913463, 0.794098], [-2.952490, -6.080051, 2.937363], [-3.507480, -4.785626, 4.970352], [-3.716052, -2.323082, 4.837712], [-3.359590, -1.165623, 2.686503], [-5.646646, -1.957667, 0.141549], [-7.328061, -0.156646, 0.190130], [-6.618696, 2.207168, 0.042267], [-4.207412, 2.757649, -0.156817], [-2.540267, 0.954037, -0.198904], [-4.633297, -4.215965, -0.520893], [-5.271427, -5.502223, -2.520011], [-4.086075, -5.141785, -4.660400], [-2.260862, -3.469483, -4.783829], [-1.615235, -2.189688, -2.772332], [2.344786, 2.873214, -0.662718], [1.671627, 3.678235, 0.181110], [2.085122, 4.940913, -0.088288], [2.114988, 3.393239, 1.427421], [0.098495, 3.523052, 0.059684], [-0.532397, 4.553843, 0.264144], [-0.270116, 2.367470, -0.228284]], "forces_ev_per_a": [[-0.13, -0.59, 0.15], [-0.09, -0.07, 0.00], [0.32, -0.06, -0.67], [-0.10, 0.11, 0.33], [0.66, -0.10, -0.45], [0.35, -0.08, 0.28], [-0.28, 0.09, 1.04], [0.15, -0.04, -0.08], [-0.46, 0.21, -0.05], [0.06, -0.02, -0.01], [0.08, 0.03, 0.03], [-0.02, -0.01, -0.03], [0.00, -0.05, 0.02], [0.02, -0.01, 0.02], [0.00, -0.01, 0.00], [-0.50, 0.06, 0.26], [-0.04, -0.05, -0.02], [0.07, -0.02, 0.13], [0.08, 0.02, -0.05], [-0.15, 0.00, -0.07], [0.55, -0.04, 0.00], [-0.63, 0.06, -1.03], [0.03, 0.00, -0.02], [0.03, 0.02, 0.01], [0.00, -0.03, 0.03], [0.14, -0.06, 0.02], [0.01, -0.01, 0.01], [-0.03, -0.02, -0.01], [0.00, 0.02, -0.01], [-0.01, 0.01, -0.01], [-0.01, 0.01, 0.00], [-0.02, 0.03, 0.00], [-0.03, 0.04, -0.02], [0.01, -0.01, -0.02], [-0.04, 0.01, -0.01], [0.01, 0.00, -0.03], [0.31, 0.72, -0.08], [-0.59, 0.00, 0.13], [-0.02, -0.05, -0.18], [0.03, 0.01, -0.05], [-0.02, -0.05, 0.04], [0.03, 0.01, 0.01], [-0.03, -0.02, 0.05], [-0.01, 0.02, -0.02], [0.34, 0.12, 0.03], [0.03, -0.17, 0.01], [-0.05, -0.01, -0.01], [-0.01, 0.04, 0.00], [-0.10, 0.07, 0.00], [-0.04, -0.14, -0.01], [0.08, -0.04, 0.19], [-0.05, 0.02, 0.01], [-0.05, -0.04, -0.02], [0.02, 0.00, 0.00], [-0.05, -0.04, -0.04], [0.12, 0.04, 0.00], [-0.01, -0.02, 0.03], [0.02, 0.01, -0.01], [-0.02, 0.00, 0.00], [0.02, 0.01, -0.01], [0.00, -0.01, 0.04], [-0.03, 0.03, 0.01], [0.01, -0.02, 0.00], [0.01, 0.00, 0.00], [0.05, -0.03, 0.01], [0.12, 0.14, 0.01], [0.00, -0.01, -0.02], [0.01, 0.00, 0.02], [0.00, 0.01, 0.00], [0.02, 0.01, 0.01], [0.01, 0.00, 0.01], [0.01, 0.05, 0.05], [-0.22, 0.09, -0.17], [0.00, -0.15, 0.05], [-0.06, -0.03, -0.04], [0.60, 0.02, 0.16], [-0.13, -0.03, -0.03], [-0.39, -0.03, 0.07]], "mulliken_charge": [0.977, -2.255, 1.667, 0.494, -0.665, 0.414, -0.554, -0.198, -0.870, 0.570, -0.229, -0.567, -0.421, -0.536, -0.097, 0.337, -0.920, -0.934, -0.382, -0.902, 0.404, -0.211, 0.463, 0.406, 0.491, 0.199, 0.429, 0.313, 0.364, 0.359, 0.357, 0.138, 0.277, 0.355, 0.357, 0.385, -0.431, -0.654, 0.278, -0.136, -0.635, -0.295, -0.712, -0.231, 0.188, -0.054, -0.659, -0.347, -0.813, -0.332, 0.414, -0.064, -0.717, -0.316, -0.617, -0.196, 0.415, 0.352, 0.347, 0.373, 0.382, 0.167, 0.368, 0.342, 0.498, 0.499, 0.353, 0.362, 0.336, 0.426, 0.136, -0.249, 0.802, -0.310, -0.290, 0.263, -0.716, -0.542]}